(1)
The following is a quantum chemistry calculation of C40H33N6O2PdS3 as an isolated structure at a distorted geometry, from the OMol25 dataset.

Structure (XYZ):
```
85
Properties=species:S:1:pos:R:3:forces:R:3
Pd 0.05087 -0.09748 -0.27012 0.9 -0.1 -0.1
O -0.86647 -1.82116 -0.65327 0.0 0.2 0.2
C -2.20757 -2.20755 -0.36622 0.0 -0.3 0.2
C -2.89944 -1.03362 0.28743 -0.5 0.2 0.1
C -2.20864 -0.68187 1.54622 0.1 0.3 0.0
C -2.81397 -0.91011 2.77032 -0.1 0.1 0.0
C -2.17746 -0.54647 3.93632 0.1 0.0 0.1
C -0.92722 0.03753 3.85332 -0.2 0.0 0.1
C -0.33770 0.21020 2.61916 0.0 0.2 -0.2
C 1.02441 0.76478 2.47936 0.3 0.2 0.3
C 2.01381 -0.32152 2.03468 -0.5 0.3 -1.0
O 1.68068 -0.68205 0.69725 0.5 -1.0 0.0
C 3.39554 0.34438 2.00204 0.2 -0.1 0.0
C 4.15256 0.37248 0.84040 0.2 0.0 0.0
C 5.40461 0.97995 0.82303 -0.1 0.0 0.0
C 5.91691 1.56325 1.97104 0.0 0.0 0.0
C 5.17137 1.52854 3.14116 -0.1 0.0 0.0
C 3.92344 0.92228 3.15550 0.1 0.1 0.0
C 2.00354 -1.55274 2.91833 0.1 -0.2 0.2
C 1.93826 -1.46266 4.30702 0.0 0.0 0.0
C 1.99191 -2.59846 5.10238 0.0 0.0 -0.1
C 2.12183 -3.84972 4.51579 0.0 0.0 0.0
C 2.19810 -3.94944 3.13394 0.0 0.1 0.0
C 2.13741 -2.80977 2.34171 0.1 -0.1 0.1
N -0.97171 -0.14742 1.48493 -0.1 0.1 0.7
C -2.19127 -3.38421 0.61411 0.1 -0.1 0.2
C -1.08704 -3.60392 1.43038 0.0 0.0 0.0
C -1.10943 -4.60267 2.39718 -0.1 0.0 0.0
C -2.23563 -5.39633 2.55694 0.0 0.1 -0.1
C -3.34105 -5.18621 1.74087 0.1 0.0 0.0
C -3.31689 -4.18818 0.77853 -0.1 0.1 -0.1
C -2.89672 -2.60091 -1.66615 0.3 0.0 -0.4
C -3.88514 -1.84615 -2.28237 -0.1 0.0 0.1
C -4.41340 -2.22914 -3.51079 0.0 0.0 0.1
C -3.95297 -3.37009 -4.14377 0.1 -0.1 0.0
C -2.96643 -4.14071 -3.53570 -0.1 0.0 -0.1
C -2.45355 -3.75716 -2.31112 0.1 -0.1 0.1
H -2.87974 -0.18540 -0.38723 -0.1 0.0 0.0
H -3.94071 -1.27278 0.50282 0.1 -0.1 0.0
H -3.78869 -1.37643 2.77985 0.0 0.0 0.0
H -2.64495 -0.71245 4.89775 0.0 0.0 0.0
H -0.39557 0.35624 4.73720 0.0 0.0 0.0
H 1.04120 1.53002 1.70839 0.1 0.0 0.2
H 1.36354 1.23695 3.40043 -0.2 -0.1 0.0
H 3.77071 -0.09432 -0.05134 0.0 -0.1 -0.1
H 5.98380 0.98763 -0.09326 0.0 0.0 0.0
H 6.89255 2.03087 1.96101 0.0 0.0 0.0
H 5.56168 1.97309 4.04725 0.0 0.0 0.0
H 3.36888 0.90119 4.08461 0.0 0.0 0.0
H 1.85233 -0.49680 4.79130 0.0 0.0 0.0
H 1.93918 -2.50579 6.17916 0.0 0.0 0.0
H 2.17104 -4.73713 5.13305 0.0 0.0 0.0
H 2.30924 -4.92038 2.66688 0.0 0.0 0.0
H 2.20327 -2.89672 1.26647 0.0 0.0 0.0
H -0.20863 -2.98357 1.31159 0.0 0.0 0.0
H -0.24294 -4.75191 3.02782 0.0 0.0 0.0
H -2.25270 -6.17465 3.30830 0.0 0.0 0.0
H -4.22082 -5.80651 1.85169 0.0 0.0 0.0
H -4.18188 -4.03742 0.14176 0.0 0.0 0.0
H -4.26969 -0.95036 -1.81749 0.0 0.1 0.0
H -5.18793 -1.63096 -3.97060 0.0 0.0 0.0
H -4.36391 -3.66836 -5.09894 0.0 0.0 0.0
H -2.61269 -5.04527 -4.01335 0.0 0.0 0.0
H -1.70908 -4.38009 -1.82340 0.0 0.0 0.0
N 0.88433 -2.98128 -2.18043 -1.4 -1.1 0.5
C 1.65995 -1.95041 -2.36710 0.1 0.7 0.1
N 1.38014 -0.72518 -1.90904 -0.6 -0.6 0.1
C 2.39137 0.12666 -2.20702 1.9 0.1 -1.0
C 3.43688 -0.40417 -2.92843 -0.8 1.1 0.7
S 3.15539 -2.06197 -3.23482 -0.3 -0.1 0.1
C 2.26503 1.46025 -1.67412 0.6 0.1 -0.5
C 2.99469 2.56307 -1.95938 -0.2 -0.3 0.1
S 2.40612 3.89461 -1.04558 0.0 0.1 0.0
C 1.20017 2.88882 -0.35390 -0.2 0.2 0.2
N 1.26150 1.63750 -0.74977 -0.4 0.1 0.7
N 0.29709 3.32843 0.53592 -0.3 0.1 0.4
H 0.00894 -2.80252 -1.62248 0.9 -0.2 -0.6
H 1.11718 -3.88606 -2.56114 -0.1 0.2 0.1
H 4.33955 0.08355 -3.25860 -0.1 0.0 0.0
H 3.80986 2.67279 -2.65510 0.0 0.0 0.0
H 0.18687 4.31958 0.67886 0.1 -0.1 0.0
H -0.55146 2.76612 0.59988 0.1 0.2 -0.2
S -1.70760 0.72321 -3.31733 0.0 0.4 0.6
C -1.57988 1.17207 -1.77969 -0.1 -0.2 -1.4
N -1.47976 1.48628 -0.62783 -0.1 -0.6 -0.4
```
Positions in Å, forces in eV/Å.

Computed properties:
E_HOMO (alpha / beta)   -10.56 / -10.56 eV
2S+1   1
Gap between HOMO and LUMO (alpha / beta)   5.6031 / 5.6044 eV
Total charge   +1

Atom charges from the Mulliken analysis, given in e for atoms 1 to 6:
1. Pd -0.61
2. O 0.55
3. C 3.18
4. C -2.18
5. C 0.23
6. C -0.82



(2)
The following is a quantum chemistry calculation of C40H34AsBrN3O2Pt as an isolated structure, from the OMol25 dataset.

Structure (XYZ):
```
82
Properties=species:S:1:pos:R:3:forces:R:3
Pt -1.11653 1.67743 -0.48468 0.1 0.1 -0.1
O -5.32431 -1.01337 1.27964 -0.1 -0.1 0.0
C -4.87364 -1.66476 0.15136 -0.1 0.1 0.1
C -5.23369 -2.97663 -0.10895 0.0 0.0 0.0
C -4.79254 -3.59282 -1.26894 0.0 0.0 0.0
C -3.98506 -2.89828 -2.15682 0.0 0.0 0.0
C -3.62596 -1.58783 -1.87787 0.1 0.0 0.1
C -4.05908 -0.95082 -0.72191 0.1 0.0 -0.1
C -3.73662 0.52541 -0.50318 0.1 -0.1 0.1
O -2.74426 0.96471 -1.37085 -0.4 0.0 -0.1
N -3.35031 0.78107 0.90091 0.1 0.1 -0.1
N -2.16949 1.34745 1.14648 -0.2 0.1 0.4
C -1.75916 1.65273 2.32743 0.0 0.0 0.1
C -0.45581 2.29864 2.52078 -0.1 -0.1 0.0
Br -0.01893 3.60737 1.19280 0.1 0.0 0.0
C 0.39024 1.97292 3.49447 0.0 0.0 0.1
C 1.74258 2.46959 3.78420 0.0 0.0 -0.1
C 2.08993 3.81740 3.72772 0.0 0.0 0.0
C 3.39279 4.20998 3.98830 0.0 0.0 0.0
C 4.35989 3.26358 4.29833 0.0 0.0 0.0
C 4.01762 1.92039 4.36938 0.0 0.0 0.0
C 2.71233 1.52760 4.12697 0.0 0.0 0.0
H -5.96535 -1.57013 1.73742 0.1 0.1 0.0
H -5.86595 -3.50935 0.59198 0.0 0.0 0.0
H -5.08747 -4.61269 -1.47588 0.0 0.0 0.0
H -3.64556 -3.36962 -3.06901 0.0 0.0 0.0
H -2.99286 -1.03166 -2.55427 0.0 0.0 0.0
H -4.65869 1.09573 -0.69063 0.1 0.0 0.1
H -3.86696 0.36609 1.66486 0.0 0.0 0.0
H -2.37130 1.41043 3.19056 0.0 0.0 0.0
H 0.04163 1.17067 4.14228 0.0 0.0 0.0
H 1.33865 4.56413 3.51100 0.0 0.0 0.0
H 3.65134 5.25941 3.95793 0.0 0.0 0.0
H 5.37656 3.57448 4.49567 0.0 0.0 0.0
H 4.76277 1.17786 4.62017 0.0 0.0 0.0
H 2.44619 0.47856 4.18732 0.0 0.0 0.0
C 1.36265 3.00788 -6.12828 0.0 0.0 0.0
C 0.80376 2.66745 -4.78087 0.0 0.0 -0.1
C 1.59665 2.67651 -3.63842 0.0 0.0 0.1
C 1.04671 2.36464 -2.41451 -0.1 0.2 0.0
N -0.24951 2.05884 -2.27348 0.0 0.0 -0.3
C -1.03247 2.04911 -3.36443 0.1 -0.1 -0.1
C -0.53896 2.34352 -4.61720 0.0 0.0 0.1
H 2.44705 2.92461 -6.14235 0.0 0.0 0.0
H 1.10062 4.03347 -6.39295 0.0 0.0 0.0
H 0.94925 2.35618 -6.89607 0.0 0.0 0.0
H 2.64818 2.92071 -3.69700 0.0 0.0 0.0
H 1.63538 2.36738 -1.50479 0.0 0.0 0.0
H -2.06492 1.77511 -3.19413 0.0 0.0 0.0
H -1.20918 2.31841 -5.46469 0.0 0.0 0.0
C 4.94186 -1.13050 2.22407 0.0 0.0 0.0
C 4.79059 -0.07624 1.33372 0.0 0.0 0.0
C 3.54111 0.20381 0.80297 0.0 0.1 0.1
C 2.44054 -0.57482 1.14727 0.0 0.2 0.1
C 2.59225 -1.62864 2.03945 0.0 0.0 0.0
C 3.84430 -1.90105 2.57702 0.0 0.0 0.0
As 0.73454 -0.10117 0.33511 0.2 -0.4 -0.2
C -0.44195 -1.48854 0.99585 0.1 0.0 0.1
C -0.98297 -1.60703 2.26753 -0.1 0.0 -0.1
C -1.81165 -2.68052 2.56306 0.0 0.0 0.0
C -2.08663 -3.63155 1.58650 0.0 0.0 0.0
C -1.53391 -3.52323 0.32156 0.0 0.0 0.0
C -0.70631 -2.44863 0.01597 0.0 0.0 0.0
C -0.01357 -2.23754 -1.27082 -0.1 0.0 0.0
C -0.14200 -3.04395 -2.39592 0.0 0.0 0.0
C 0.59243 -2.75868 -3.53607 0.0 0.0 0.0
C 1.46242 -1.67500 -3.55950 0.0 0.0 0.0
C 1.58335 -0.85582 -2.44516 0.1 0.0 0.0
C 0.84193 -1.13423 -1.30857 0.0 0.1 0.0
H 5.91537 -1.35231 2.63951 0.0 0.0 0.0
H 5.64274 0.53136 1.06036 0.0 0.0 0.0
H 3.42731 1.04853 0.13043 0.0 0.0 0.0
H 1.74525 -2.24438 2.31754 0.0 0.0 0.0
H 3.96119 -2.72473 3.26897 0.0 0.0 0.0
H -0.75355 -0.87782 3.03466 0.0 0.0 0.0
H -2.23359 -2.78318 3.55419 0.0 0.0 0.0
H -2.72652 -4.47196 1.81904 0.0 0.0 0.0
H -1.74728 -4.27825 -0.42267 0.0 0.0 0.0
H -0.80989 -3.89425 -2.38483 0.0 0.0 0.0
H 0.49439 -3.38913 -4.40998 0.0 0.0 0.0
H 2.04862 -1.47095 -4.44541 0.0 0.0 0.0
H 2.27142 -0.01907 -2.47165 0.0 0.0 0.0
```
Positions in Å, forces in eV/Å.

Computed properties:
E_HOMO   -10.20 eV
2S+1   1
Gap between HOMO and LUMO   7.4496 eV
Total charge   +1

Atom charges from the Mulliken analysis, given in e for atoms 1 to 6:
1. Pt 0.20
2. O -0.64
3. C 1.23
4. C -0.66
5. C -0.70
6. C -0.88



Short version: ΔE to the lowest compared entry with this formula, charge and spin = 6.7 10.3 kcal/mol, in the order given.